12
Properties=species:S:1:pos:R:3:forces:R:3 method="wB97M-V/def2-TZVPD" e_above_lowest_kcal_mol=66.75 smiles=C[C@@]1(C#N)CN1 homo_lumo_gap_ha=0.386
N 0.79721 0.35219 -1.22831 0.0 0.9 0.1
N 1.82186 -2.02120 0.36390 -1.1 0.1 -0.1
C -0.63028 0.27003 -1.17674 -0.5 -0.1 -0.3
C -0.40901 0.47547 1.37295 0.4 0.0 -0.2
C 0.88191 -1.36535 0.18463 0.3 -1.0 0.8
C 0.02475 -0.21119 0.05523 0.6 0.2 -0.2
H -1.23180 -0.33519 -1.83670 0.1 -0.2 -0.2
H 0.17393 0.16982 2.24598 0.2 0.1 -0.3
H 1.11250 -0.47661 -1.76389 0.2 0.5 0.8
H -0.40284 1.56641 1.30173 0.2 -0.1 -0.1
H -1.45588 0.19388 1.59472 0.4 0.0 -0.4
H -0.97035 1.29171 -1.03736 -0.7 -0.3 0.1